i:
{"formula": "C4H5ClO2S", "method": "ωB97M-V/def2-TZVPD", "mol_weight_g_mol": 152.60, "lumo_ev": [-0.5, -0.5], "species": ["C", "C", "C", "C", "O", "O", "S", "Cl", "H", "H", "H", "H", "H"], "positions_angstrom": [[0.13387, -0.52000, 0.21666], [-0.68682, 0.49233, 0.06925], [2.35395, -0.13835, -0.25735], [-2.13991, 0.31953, 0.18556], [2.74554, -0.97602, -1.00882], [-0.24559, 1.75435, -0.38714], [0.24919, -2.20123, 0.73305], [3.24354, 0.97987, 0.74224], [-2.55190, 0.95576, 0.96525], [-2.42994, -0.76387, 0.14442], [-2.48123, 0.77064, -0.68373], [0.67977, 1.79220, -0.56984], [1.12954, -2.46520, -0.14954]], "nbo_charge": [-0.204, 0.213, 0.449, -0.657, -0.529, -0.681, 0.083, -0.011, 0.237, 0.240, 0.234, 0.489, 0.137]}


ii:
{"formula": "C4H5ClO2S", "method": "ωB97M-V/def2-TZVPD", "smiles": "O[C@@H]1C(=S)[C@H](O)[C@@H]1Cl", "mol_weight_g_mol": 152.60, "lumo_ev": -0.7, "species": ["O", "C", "C", "S", "C", "O", "C", "Cl", "H", "H", "H", "H", "H"], "positions_angstrom": [[-0.00781, -1.23916, 1.15157], [-0.00562, -0.98570, -0.24942], [1.21207, 0.05091, -0.31665], [2.77772, -0.04349, -0.16692], [0.22724, 1.16592, -0.23475], [0.13908, 1.63802, 1.09533], [-0.91261, 0.16786, -0.69308], [-2.52101, 0.06200, -0.10817], [-0.76207, -1.91008, 1.39828], [0.20593, -1.92485, -0.83364], [0.36255, 2.02356, -0.97933], [0.28646, 0.88428, 1.73446], [-1.00193, 0.11073, -1.79767]], "nbo_charge": [-0.733, 0.021, -0.138, 0.187, 0.017, -0.686, -0.299, 0.004, 0.495, 0.197, 0.208, 0.498, 0.231]}


Most stable of them? ii.


i:
{"formula": "C5H20N2O3", "method": "ωB97M-V/def2-TZVPD", "smiles": "CC[C@H](C)NCN.O.O.O", "mol_weight_g_mol": 156.23, "lumo_ev": 0.1, "species": ["C", "C", "C", "C", "N", "C", "N", "H", "H", "H", "H", "H", "H", "H", "H", "H", "H", "H", "H", "H", "H", "O", "H", "H", "O", "H", "H", "O", "H", "H"], "positions_angstrom": [[1.95555, -2.29319, 1.33212], [1.51651, -0.88208, 0.97856], [0.38982, -0.83250, -0.05647], [0.89779, -1.24322, -1.43997], [-0.21201, 0.50083, -0.03929], [-1.42291, 0.65884, -0.83653], [-2.21972, 1.81369, -0.48140], [2.29929, -2.86260, 0.46886], [2.78240, -2.28648, 2.04095], [1.13939, -2.85664, 1.79191], [1.16013, -0.37548, 1.87585], [2.36253, -0.28579, 0.62072], [-0.38154, -1.53490, 0.27694], [1.76895, -0.65266, -1.73707], [1.21972, -2.28921, -1.44959], [0.13136, -1.12952, -2.20864], [0.47897, 1.20908, -0.26300], [-1.21855, 0.73593, -1.91330], [-2.04742, -0.22321, -0.68798], [-1.68685, 2.66828, -0.56582], [-2.53811, 1.75687, 0.48118], [-0.53309, 1.93258, 2.52247], [-0.59094, 1.23291, 1.84645], [0.01322, 2.59868, 2.08848], [1.33368, 3.23712, -0.19304], [1.20655, 3.88546, -0.89740], [2.28344, 3.24843, -0.01963], [-1.86219, -3.38688, -1.59296], [-1.42896, -3.41666, -2.45590], [-1.53734, -2.56083, -1.21719]], "nbo_charge": [-0.607, -0.401, -0.043, -0.643, -0.684, -0.047, -0.828, 0.200, 0.214, 0.208, 0.221, 0.188, 0.177, 0.207, 0.216, 0.202, 0.384, 0.156, 0.174, 0.351, 0.366, -0.974, 0.487, 0.466, -0.953, 0.480, 0.480, -0.929, 0.467, 0.463]}


ii:
{"formula": "C5H20N2O3", "method": "ωB97M-V/def2-TZVPD", "smiles": "CNC[C@H](C)NC.O.O.O", "mol_weight_g_mol": 156.23, "lumo_ev": 0.3, "species": ["C", "N", "C", "C", "C", "N", "C", "H", "H", "H", "H", "H", "H", "H", "H", "H", "H", "H", "H", "H", "H", "O", "H", "H", "O", "H", "H", "O", "H", "H"], "positions_angstrom": [[-0.64350, -2.13462, 1.72387], [0.03070, -0.93842, 2.18608], [0.56608, -0.07720, 1.14554], [1.61890, -0.66619, 0.14176], [2.75310, 0.39732, -0.00928], [0.87193, -1.22950, -0.98362], [1.86400, -1.53617, -2.06998], [-1.66446, -1.84364, 1.43008], [-0.71873, -2.97214, 2.42195], [-0.27295, -2.59013, 0.79795], [0.67405, -1.10348, 2.94286], [-0.26946, 0.21861, 0.49359], [0.93672, 0.77471, 1.71641], [2.16882, -1.47338, 0.64718], [2.74725, 1.13144, -0.82280], [3.71905, -0.11348, -0.03856], [2.66452, 1.11978, 0.80009], [0.14496, -0.63566, -1.35404], [1.35600, -1.15628, -2.96504], [2.81410, -1.01369, -1.98961], [2.09293, -2.60127, -2.10318], [-1.12184, 2.00113, -2.58458], [-0.44902, 1.37143, -2.85236], [-1.85141, 1.51703, -2.14786], [-3.43517, 0.84808, -1.67775], [-3.37592, -0.11770, -1.68920], [-3.13135, 1.02333, -0.77386], [-1.41297, 2.44512, 2.70167], [-1.88750, 3.08448, 2.15337], [-0.63431, 2.33576, 2.13971]], "nbo_charge": [-0.431, -0.630, -0.202, -0.074, -0.655, -0.626, -0.420, 0.172, 0.204, 0.194, 0.361, 0.166, 0.188, 0.183, 0.215, 0.213, 0.216, 0.348, 0.192, 0.188, 0.194, -0.968, 0.458, 0.482, -0.923, 0.478, 0.475, -0.922, 0.461, 0.462]}


Most stable of them? i.


i:
{"formula": "C4H10NSi", "method": "ωB97M-V/def2-TZVPD", "smiles": "CC#[N+][SiH](C)C", "mol_weight_g_mol": 100.22, "total_charge": 1, "lumo_ev": -3.2, "species": ["C", "C", "N", "Si", "C", "C", "H", "H", "H", "H", "H", "H", "H", "H", "H", "H"], "positions_angstrom": [[-3.07726, 0.16074, 0.33931], [-1.74560, 0.05704, -0.08525], [-0.70160, -0.10848, -0.55420], [1.31314, -0.08071, -0.72345], [1.59347, 1.63596, -0.08378], [1.56106, -1.72241, 0.26142], [-3.77300, 0.27897, -0.40572], [-3.29181, -0.80592, 0.96499], [-3.16869, 1.14997, 0.93490], [1.37552, -0.41192, -2.12885], [1.33199, 1.72895, 0.93693], [2.62753, 1.96096, -0.31794], [0.88047, 2.34065, -0.58199], [2.46799, -2.19392, -0.06081], [1.81917, -1.57756, 1.35294], [0.78764, -2.41232, 0.15151]], "nbo_charge": [-0.761, 0.575, -0.480, 1.518, -1.133, -1.090, 0.295, 0.308, 0.304, -0.150, 0.267, 0.284, 0.276, 0.265, 0.265, 0.257]}


ii:
{"formula": "C4H10NSi", "method": "ωB97M-V/def2-TZVPD", "mol_weight_g_mol": 100.22, "total_charge": 1, "lumo_ev": [-5.3, -5.8], "species": ["C", "C", "C", "C", "N", "Si", "H", "H", "H", "H", "H", "H", "H", "H", "H", "H"], "positions_angstrom": [[0.67802, -0.59632, -1.02318], [0.39307, -0.36455, 2.00041], [2.08612, -0.12214, -0.78525], [-2.64359, 0.90611, -1.02191], [-0.55317, -0.13492, 1.10777], [-0.92173, 0.25618, -0.45344], [0.53552, -1.62405, -1.38167], [0.40789, -1.30664, 2.44863], [1.42950, -0.02159, 1.55757], [0.27551, 0.37083, 2.88877], [2.69317, -0.70761, -1.48111], [2.14625, 0.93318, -0.59681], [2.30749, -0.58825, 0.30703], [-3.13229, 0.11711, -1.46569], [-3.27585, 1.32427, -0.24150], [-2.42593, 1.55841, -1.85963]], "nbo_charge": [-0.370, -0.435, -0.691, -1.045, -0.771, 1.755, 0.235, 0.229, 0.194, 0.263, 0.288, 0.251, 0.260, 0.269, 0.297, 0.273]}


Most stable of them? i.


i:
{"formula": "C3H5NOSi", "method": "ωB97M-V/def2-TZVPD", "mol_weight_g_mol": 99.16, "lumo_ev": -1.1, "species": ["C", "C", "C", "N", "O", "Si", "H", "H", "H", "H", "H"], "positions_angstrom": [[0.63853, 0.89410, 1.53753], [1.69072, 0.06133, 1.46119], [1.28824, 0.96813, -0.43166], [0.35179, 1.44693, 0.33330], [2.20095, 0.20458, 0.18474], [-1.27454, -1.93370, -1.90171], [-0.15274, 1.04571, 2.22263], [2.21493, -0.36066, 2.25086], [-1.89159, -2.79642, -0.91533], [1.42228, 1.19853, -1.42255], [-2.31575, -0.75874, -1.70975]], "nbo_charge": [-0.117, 0.029, 0.319, -0.453, -0.395, 0.566, 0.219, 0.210, -0.295, 0.188, -0.271]}


ii:
{"formula": "C3H5NOSi", "method": "ωB97M-V/def2-TZVPD", "mol_weight_g_mol": 99.16, "lumo_ev": [-2.2, -2.7], "species": ["C", "C", "C", "N", "O", "Si", "H", "H", "H", "H", "H"], "positions_angstrom": [[-1.24797, -0.65401, -0.74829], [-1.95671, -0.21939, 0.35522], [-1.44112, 0.75271, -0.89056], [-2.42435, 1.08554, -0.12066], [0.80879, 1.21676, -0.38463], [1.93433, 0.21206, 0.05719], [-0.53066, -1.44544, -1.11400], [-1.80178, -0.44380, 1.40360], [1.38261, -0.83905, 1.32939], [2.54138, -0.61399, -0.91648], [2.73548, 0.94861, 1.02924]], "nbo_charge": [-0.246, 0.066, 0.494, -0.411, -0.993, 1.237, 0.286, 0.257, -0.284, -0.226, -0.180]}


Most stable of them? i.


i:
{"formula": "C17H27NO2", "method": "ωB97M-V/def2-TZVPD", "smiles": "CCOc1cccc(OCCCCN2CCCCC2)c1", "mol_weight_g_mol": 277.41, "lumo_ev": 0.9, "species": ["C", "C", "O", "C", "C", "C", "C", "C", "O", "C", "C", "C", "C", "N", "C", "C", "C", "C", "C", "C", "H", "H", "H", "H", "H", "H", "H", "H", "H", "H", "H", "H", "H", "H", "H", "H", "H", "H", "H", "H", "H", "H", "H", "H", "H", "H", "H"], "positions_angstrom": [[-3.39642, 2.41671, 4.71438], [-1.95860, 2.16089, 4.28949], [-1.94977, 1.98403, 2.88795], [-0.76077, 1.76415, 2.25924], [0.47156, 1.67378, 2.89016], [1.60577, 1.46230, 2.11962], [1.52746, 1.33337, 0.75178], [0.28570, 1.40289, 0.10985], [0.31007, 1.26767, -1.24005], [-0.88413, 1.42406, -1.97238], [-1.85588, 0.23608, -1.90677], [-1.57899, -0.88382, -2.91861], [-0.85970, -2.08801, -2.30561], [0.43595, -1.75056, -1.75456], [1.45241, -1.61559, -2.77937], [2.73298, -1.04872, -2.17946], [3.24270, -1.96530, -1.07399], [2.13190, -2.17258, -0.05114], [0.87282, -2.68895, -0.73967], [-0.84973, 1.62660, 0.87282], [-4.02093, 1.57241, 4.43567], [-3.44526, 2.55818, 5.79032], [-3.77634, 3.30604, 4.21904], [-1.32425, 3.01470, 4.56655], [-1.57104, 1.26056, 4.78699], [0.56596, 1.76959, 3.95959], [2.56813, 1.40230, 2.60630], [2.41385, 1.19085, 0.15558], [-1.39713, 2.33772, -1.64136], [-0.55360, 1.57909, -3.00372], [-1.82764, -0.18335, -0.90155], [-2.85872, 0.63135, -2.08172], [-1.00504, -0.49170, -3.75854], [-2.52782, -1.24847, -3.31883], [-0.78194, -2.88502, -3.07047], [-1.48176, -2.47580, -1.49353], [1.08553, -0.93539, -3.54941], [1.66380, -2.59293, -3.25909], [2.50228, -0.06657, -1.76854], [3.48561, -0.93455, -2.96247], [4.12392, -1.53373, -0.59502], [3.53092, -2.92956, -1.50234], [1.89724, -1.22255, 0.43022], [2.44403, -2.88375, 0.71658], [0.07445, -2.79686, 0.00017], [1.07313, -3.68898, -1.17365], [-1.83271, 1.70741, 0.43956]], "nbo_charge": [-0.617, -0.061, -0.503, 0.336, -0.342, -0.170, -0.323, 0.415, -0.507, -0.059, -0.440, -0.401, -0.202, -0.454, -0.216, -0.407, -0.397, -0.409, -0.209, -0.379, 0.213, 0.212, 0.213, 0.171, 0.171, 0.216, 0.213, 0.221, 0.175, 0.190, 0.220, 0.210, 0.194, 0.208, 0.165, 0.193, 0.197, 0.156, 0.213, 0.204, 0.205, 0.191, 0.215, 0.204, 0.199, 0.153, 0.226]}


ii:
{"formula": "C17H27NO2", "method": "ωB97M-V/def2-TZVPD", "smiles": "COc1cccc(CNC2CCCCCCC2)c1OC", "mol_weight_g_mol": 277.41, "lumo_ev": 0.8, "species": ["C", "O", "C", "C", "C", "C", "C", "C", "N", "C", "C", "C", "C", "C", "C", "C", "C", "C", "O", "C", "H", "H", "H", "H", "H", "H", "H", "H", "H", "H", "H", "H", "H", "H", "H", "H", "H", "H", "H", "H", "H", "H", "H", "H", "H", "H", "H"], "positions_angstrom": [[-3.54047, 2.28243, 2.21362], [-2.56533, 2.67203, 3.16321], [-1.30056, 2.88210, 2.64759], [-0.75183, 4.15241, 2.76770], [0.50796, 4.42107, 2.26944], [1.22498, 3.42527, 1.63129], [0.71319, 2.14174, 1.52521], [1.48575, 1.03771, 0.85813], [0.83900, 0.65661, -0.38489], [1.40865, -0.50900, -1.05457], [1.02479, -0.37678, -2.53192], [1.73385, -1.31279, -3.50705], [1.43121, -2.80847, -3.37102], [-0.05242, -3.15020, -3.18401], [-0.45504, -3.47936, -1.74445], [-0.41490, -2.33563, -0.72828], [0.99226, -1.83288, -0.38324], [-0.55043, 1.86123, 2.05250], [-1.03328, 0.56812, 1.93248], [-1.29010, -0.09169, 3.15798], [-3.71202, 3.08441, 1.48747], [-3.25514, 1.37423, 1.67724], [-4.45355, 2.10292, 2.77888], [-1.33920, 4.91768, 3.25106], [0.92307, 5.41287, 2.36465], [2.20098, 3.63756, 1.22212], [1.57647, 0.19674, 1.57144], [2.49662, 1.38209, 0.61761], [-0.14614, 0.49015, -0.20328], [2.49977, -0.41583, -0.97529], [1.26629, 0.64982, -2.81682], [-0.05394, -0.48149, -2.63479], [1.44647, -0.99982, -4.51488], [2.81379, -1.16951, -3.41952], [1.79441, -3.29036, -4.28280], [2.00560, -3.23434, -2.54928], [-0.28430, -4.03398, -3.78441], [-0.67278, -2.33872, -3.56668], [-1.47949, -3.86333, -1.76817], [0.18298, -4.29014, -1.38154], [-0.88105, -2.71198, 0.18673], [-1.03718, -1.50915, -1.07580], [1.04650, -1.66535, 0.69626], [1.72399, -2.60844, -0.60621], [-1.71533, -1.05887, 2.89352], [-0.36064, -0.24233, 3.71825], [-1.99347, 0.46125, 3.78450]], "nbo_charge": [-0.253, -0.524, 0.248, -0.248, -0.209, -0.224, 0.041, -0.245, -0.630, -0.041, -0.405, -0.392, -0.404, -0.405, -0.383, -0.408, -0.425, 0.202, -0.542, -0.251, 0.176, 0.185, 0.193, 0.225, 0.215, 0.211, 0.170, 0.195, 0.363, 0.186, 0.224, 0.193, 0.201, 0.199, 0.206, 0.192, 0.207, 0.195, 0.203, 0.190, 0.206, 0.194, 0.207, 0.202, 0.192, 0.176, 0.192]}


Most stable of them? i.


i:
{"formula": "C3H6S3", "method": "ωB97M-V/def2-TZVPD", "smiles": "S/C=C/C(S)S", "mol_weight_g_mol": 138.28, "lumo_ev": 0.5, "species": ["S", "C", "C", "C", "S", "S", "H", "H", "H", "H", "H", "H"], "positions_angstrom": [[-3.16128, -0.02282, -0.50010], [-1.43675, -0.04583, 0.14759], [-0.31436, -0.35208, -0.43815], [0.97556, -0.19766, 0.21880], [1.86509, 1.40870, -0.27764], [1.92918, -1.63192, -0.40202], [-3.67244, 0.52241, 0.73443], [-1.33420, 0.17296, 1.21926], [-0.10622, -0.70230, -1.48251], [1.05559, -0.22174, 1.25680], [0.90696, 2.22807, 0.10054], [3.29287, -1.15780, -0.57698]], "nbo_charge": [-0.006, -0.282, -0.298, -0.414, -0.047, -0.053, 0.152, 0.210, 0.237, 0.223, 0.120, 0.156]}


ii:
{"formula": "C3H6S3", "method": "ωB97M-V/def2-TZVPD", "mol_weight_g_mol": 138.28, "lumo_ev": -0.4, "species": ["C", "C", "C", "H", "H", "H", "H", "H", "H", "S", "S", "S"], "positions_angstrom": [[0.76897, -0.50411, -1.43550], [-0.46319, 1.71030, -0.16148], [-0.45771, -0.77636, 1.52636], [0.18665, -1.36034, -1.03868], [1.17728, -0.73383, -2.43742], [1.64831, -0.20666, -0.74710], [-1.21850, -1.04262, 0.80189], [-0.76979, -0.91857, 2.60440], [0.47054, -1.28661, 1.42213], [-0.33562, 0.85614, -1.74440], [-1.08824, 3.26723, -0.17514], [0.08130, 0.99543, 1.38494]], "nbo_charge": [-0.795, -0.513, -0.731, 0.222, 0.245, 0.245, 0.236, 0.243, 0.219, 0.340, 0.016, 0.273]}


Most stable of them? ii.